{"formula": "C39H40Br6O13S", "method": "the ωB97M-V functional and the def2-TZVPD basis", "elements": ["Br", "C", "C", "Br", "H", "H", "H", "H", "Br", "C", "C", "Br", "H", "H", "H", "H", "Br", "C", "C", "Br", "H", "H", "H", "H", "O", "S", "O", "O", "C", "C", "C", "H", "H", "H", "H", "H", "H", "H", "H", "C", "C", "C", "O", "C", "C", "C", "O", "H", "H", "H", "H", "C", "C", "C", "O", "C", "C", "C", "O", "H", "H", "H", "H", "C", "C", "C", "O", "C", "C", "C", "O", "H", "H", "H", "H", "C", "C", "C", "O", "C", "C", "C", "O", "H", "H", "H", "H", "C", "C", "C", "O", "C", "C", "C", "O", "H", "H", "H", "H"], "coordinates": [[-0.579575, 2.176669, 1.823040], [-0.259305, 0.623149, 0.612340], [0.388555, 1.012419, -0.715040], [2.040185, 2.217399, -0.436980], [-1.187705, 0.055489, 0.549610], [0.533785, 0.122599, 1.167810], [-0.327095, 1.560469, -1.327880], [0.649395, 0.078389, -1.212690], [5.394475, 4.621959, -3.650460], [4.253695, 4.516519, -1.988760], [4.474755, 5.597339, -0.856540], [6.407255, 5.375419, -0.328030], [4.537255, 3.512549, -1.672930], [3.193465, 4.273169, -2.057880], [3.936205, 5.274999, 0.034620], [4.351925, 6.676459, -0.948820], [4.306985, -2.353491, -0.494680], [4.460875, -1.691691, -2.314380], [4.565495, -0.122681, -2.223870], [5.117715, 0.785689, -3.963910], [3.557725, -2.150331, -2.716960], [5.277835, -2.169421, -2.855160], [5.419255, 0.070239, -1.574260], [3.694375, 0.451459, -1.908250], [-4.307215, -3.461161, -1.631700], [-3.784885, -4.393031, -0.672340], [-3.618975, -5.838281, -0.895620], [-2.324815, -3.701381, -0.272260], [-1.377625, -3.773411, -1.317840], [-0.062745, -3.142201, -0.794870], [-4.545595, -3.995891, 0.972330], [-1.787245, -3.209461, -2.155860], [-1.044365, -4.771081, -1.603660], [0.619255, -2.857621, -1.596120], [0.380035, -4.048751, -0.382310], [-0.070435, -2.348631, -0.047690], [-5.305785, -4.722121, 1.260090], [-4.969395, -2.993811, 1.038090], [-3.690395, -3.936841, 1.645560], [-2.095115, 3.701839, -1.385010], [-0.937365, 4.297129, -1.707990], [-0.275095, 5.314209, -0.791440], [0.832775, 5.779529, -1.007220], [-1.047925, 5.464629, 0.452720], [-2.257195, 4.787519, 0.702280], [-2.841135, 3.847929, -0.188170], [-3.895855, 3.176069, 0.054020], [-2.564765, 3.000769, -2.059050], [-0.526205, 3.937879, -2.639810], [-0.828645, 6.296529, 1.105610], [-2.838805, 5.121809, 1.548660], [-6.305655, 1.961259, 3.127540], [-5.161605, 1.173059, 2.911910], [-4.825685, 0.501909, 1.695170], [-3.787455, -0.138301, 1.455250], [-6.000665, 0.357069, 0.883150], [-7.167185, 1.045109, 0.973240], [-7.398315, 1.969659, 2.101560], [-8.446755, 2.508059, 2.275820], [-6.405375, 2.576739, 4.009380], [-4.371855, 1.335429, 3.630480], [-6.024015, -0.414121, 0.127420], [-8.045865, 0.907379, 0.360580], [-1.369815, -4.315801, 5.097760], [-0.291585, -3.870191, 4.319470], [-0.443915, -2.744701, 3.145840], [0.463595, -2.451721, 2.408620], [-1.754335, -2.152231, 3.301220], [-2.791285, -2.556971, 4.128650], [-2.651155, -3.691681, 5.121310], [-3.570695, -4.020671, 5.874420], [-1.082465, -5.174641, 5.686170], [0.632855, -4.416931, 4.206000], [-1.865865, -1.390501, 2.543780], [-3.751095, -2.062341, 4.151050], [1.189385, 0.357729, -6.931700], [0.854025, 0.600329, -5.650540], [0.697935, -0.396431, -4.618140], [0.356585, -0.067011, -3.496140], [1.047585, -1.667431, -5.174150], [1.482195, -1.986791, -6.413100], [1.349705, -1.019971, -7.502610], [1.110065, -1.382351, -8.699770], [1.005725, 1.227659, -7.544800], [0.759265, 1.669919, -5.534790], [1.257925, -2.477291, -4.491300], [1.927775, -2.956631, -6.578230], [4.050825, -0.052811, 2.432260], [3.644385, -0.755851, 3.575730], [4.589835, -1.174251, 4.620450], [4.284455, -1.945251, 5.561670], [6.012645, -0.699931, 4.332050], [6.325555, -0.002341, 3.197320], [5.449465, 0.373229, 2.184170], [5.839705, 0.882369, 1.164470], [3.458985, -0.031551, 1.529120], [2.632115, -1.130071, 3.616480], [6.729125, -0.768161, 5.137280], [7.318905, 0.421079, 3.178120]], "atomic_forces_ev_per_a": [[-0.169, -0.727, -0.497], [1.663, 1.053, 0.867], [-0.726, 0.484, 0.598], [-1.401, -1.356, -0.349], [0.115, 0.140, -0.263], [-0.492, -0.534, 0.112], [0.503, 0.290, -0.065], [0.526, 0.359, -0.060], [-1.228, 0.465, 0.919], [0.146, 0.081, 0.973], [1.318, -1.757, -0.391], [-0.499, 0.329, 0.116], [0.807, 0.375, 0.664], [-0.341, 1.136, -1.268], [-0.132, -0.073, -0.236], [-0.207, -0.423, -0.848], [0.340, -0.086, 0.301], [-0.769, 0.949, -0.345], [0.870, -0.869, -0.866], [-0.483, -0.901, 0.911], [-0.110, 0.813, -0.428], [0.294, 0.320, 0.472], [-0.232, 0.250, -0.013], [-0.028, -0.523, 0.042], [-0.463, -1.173, -0.431], [0.962, 0.678, 1.588], [-0.496, 2.703, 0.286], [-1.247, -1.820, 0.425], [1.344, 1.955, -0.549], [0.146, -1.306, -0.130], [0.575, -0.212, -0.346], [0.046, -0.206, -0.249], [-0.910, -0.266, -0.061], [-0.277, 0.133, -0.262], [0.672, 0.487, 0.723], [-0.534, -0.112, -0.138], [0.353, -0.161, -0.126], [-0.001, 0.001, -0.852], [-0.113, -0.595, 0.119], [-0.796, -0.906, -0.605], [0.687, 1.052, 0.829], [-2.176, -2.887, 0.351], [1.429, 1.057, -0.377], [-1.723, -0.225, -0.800], [1.328, 1.738, -0.119], [-0.410, -0.174, 0.849], [0.358, 0.331, -0.058], [0.110, -0.270, -0.398], [0.660, 0.556, -0.186], [0.493, -0.041, 0.200], [-0.049, -0.246, 0.359], [2.538, -2.011, -1.334], [-1.320, 4.138, 2.524], [0.756, -2.173, -0.313], [-1.358, 1.297, 0.630], [-2.961, 0.002, -2.610], [1.400, -0.183, 0.603], [1.693, -1.303, 0.438], [-1.449, 1.115, 0.228], [-0.040, -0.058, 0.060], [0.211, -0.386, 0.215], [0.610, -0.090, -0.278], [0.186, -0.305, -0.314], [5.048, -0.024, -1.680], [-2.474, 0.184, -1.319], [0.519, -2.514, 4.125], [-0.699, -0.040, 0.076], [-2.622, 0.393, -0.444], [2.169, 0.215, -0.863], [-1.727, 0.907, 0.145], [1.132, 0.433, -1.076], [-0.707, -0.089, 0.451], [0.171, -0.152, 0.609], [-0.792, 0.585, 0.190], [0.002, 0.217, -0.234], [-0.964, -0.071, -0.343], [0.840, 1.677, -2.158], [-0.373, 2.065, -0.164], [0.205, -1.266, -0.287], [1.661, -3.509, 0.192], [-0.193, 0.385, 0.953], [-1.836, -0.525, -2.901], [1.302, 1.601, 3.868], [0.655, -0.208, -0.726], [-0.527, -0.019, 1.118], [-0.494, -0.077, 0.586], [-0.210, -0.103, -0.226], [-0.954, -1.951, 1.710], [0.458, 1.546, -2.803], [0.484, -1.395, 1.057], [0.871, 2.166, -2.270], [-0.871, 0.989, -0.768], [2.389, -1.127, 4.624], [-1.930, -0.691, -0.801], [-0.167, 0.564, -0.794], [-0.651, 0.410, 0.214], [-0.083, -0.078, 0.088], [0.127, -0.358, -0.039], [0.243, -0.073, -0.349]], "e_homo_ev": [-3.23, -5.64], "e_tot_ha": -18330.20311, "multiplicity": 2, "mol_weight_g_mol": 1228.2, "charge": -1, "homo_lumo_gap_ha": [0.0946, 0.1829]}